No. 1
52
Properties=species:S:1:pos:R:3:nbo_charge:R:1 method="wB97M-V/def2-TZVPD" de_lowest_ev=2.059 charge=0 lumo_ev=0.24 smiles="Cc1ccc(C(=O)N[C@H](C(=O)OCc2nnc(-c3ccccc3)o2)C(C)C)cc1" gap_ha=0.3434 e_tot_ha=-1317.40788
C -4.95 0.25 0.28 -0.1356
H -6.24 -3.34 0.74 0.2114
H 7.90 0.55 0.14 0.2386
H 1.86 0.96 2.46 0.2232
C -2.74 -0.65 -0.54 0.6702
H -8.49 -2.45 1.12 0.2182
H -1.13 2.26 -3.65 0.2107
H -0.80 0.56 -3.27 0.2188
H -2.49 1.05 0.58 0.4177
C 6.61 -3.07 -0.21 -0.1976
C -1.26 1.48 -2.90 -0.6070
H -8.77 -0.70 1.15 0.2180
O 1.33 1.21 0.48 -0.4961
C -6.71 -1.26 0.93 0.0023
H 2.01 2.63 1.83 0.2288
H -6.87 0.87 0.97 0.2084
O 4.01 0.10 0.93 -0.3995
C 7.95 -2.78 -0.45 -0.1971
H -3.96 -2.94 -0.11 0.2332
H -2.32 1.30 -2.76 0.2102
C -8.09 -1.50 1.46 -0.6296
H -2.31 3.09 -0.96 0.2056
O -2.20 -1.48 -1.25 -0.6220
H -0.35 -0.15 -0.97 0.2643
C -4.12 -0.82 -0.02 -0.1744
C 7.56 -0.46 0.04 -0.1876
H 9.46 -1.26 -0.51 0.2187
H -1.05 4.01 -1.79 0.2192
O -0.49 1.33 1.79 -0.6007
C -0.61 1.91 -1.59 -0.2056
H 8.62 -3.57 -0.73 0.2163
C 8.42 -1.48 -0.32 -0.2075
C -1.23 3.20 -1.08 -0.6182
H -8.07 -1.51 2.55 0.2240
C 3.56 1.34 1.23 0.4199
C -0.75 0.77 -0.54 -0.1541
C 6.21 -0.75 0.28 -0.0548
H 4.70 -2.27 0.34 0.2252
C -6.23 0.03 0.75 -0.2260
H 0.46 2.06 -1.75 0.2152
C 2.15 1.57 1.59 -0.1317
H -4.62 1.27 0.13 0.2034
N -2.13 0.51 -0.20 -0.6244
H -0.80 3.49 -0.12 0.2068
N 5.62 1.58 0.79 -0.2920
C 5.32 0.32 0.66 0.4481
C -5.88 -2.33 0.62 -0.2192
C -4.60 -2.12 0.14 -0.1448
C 0.01 1.13 0.72 0.8033
H 6.25 -4.08 -0.31 0.2167
N 4.50 2.22 1.15 -0.2646
C 5.74 -2.06 0.16 -0.2064

No. 2
87
Properties=species:S:1:pos:R:3:nbo_charge:R:1 method="wB97M-V/def2-TZVPD" charge=-1 lumo_ev=2.41 gap_ha=0.2829 e_tot_ha=-8097.86891
N 1.58 -2.35 1.41 -0.1268
H 5.18 2.26 -0.36 0.1906
N -2.85 3.51 -3.78 -0.3698
C -3.81 -0.52 2.76 -0.6186
H -4.12 4.66 -2.56 0.2026
C -0.60 -3.12 -3.80 -0.2513
As -1.04 -1.59 2.50 0.9706
H -0.18 3.80 -5.63 0.2261
C -0.98 3.60 -4.94 -0.0625
C -2.13 -2.01 -1.85 0.1311
H 0.05 -3.56 -4.55 0.2155
H -2.18 -0.04 4.09 0.2208
H 0.09 -3.55 5.75 0.2004
H -0.37 -4.29 4.21 0.2048
H -2.81 -1.67 4.30 0.1907
H -4.60 -0.19 3.43 0.1865
H -0.64 -3.79 0.27 0.2142
C -1.98 -3.18 -3.92 -0.1685
H 3.56 -0.85 2.45 0.2391
O 1.45 2.01 -0.15 -0.6726
Y -0.16 -0.02 0.07 1.5312
N -0.80 -1.93 -1.74 -0.4660
N 3.07 0.13 -3.32 -0.3906
N 3.37 3.24 -0.08 -0.4881
S -2.38 1.48 -2.02 -0.2383
N 1.32 0.16 -1.97 -0.4615
N 2.67 -3.03 1.44 -0.1073
H -3.59 0.28 2.06 0.2425
C 2.02 5.44 -1.08 -0.4035
H 3.07 5.25 -1.28 0.2263
C -0.49 -3.40 4.84 -0.6143
H 1.94 6.21 -0.30 0.1810
H -0.54 4.79 0.08 0.1984
N 3.14 -1.36 -1.50 -0.6026
H 2.98 4.80 1.27 0.2080
H 4.66 4.72 0.70 0.1853
H 1.02 -2.44 -2.56 0.2079
H 2.91 -0.72 4.11 0.2250
C -0.01 -2.15 4.11 -0.7165
C -2.19 4.18 -4.80 -0.1089
H -0.51 3.25 -0.77 0.2703
Cl 4.38 1.04 3.60 -0.0601
H 4.05 3.54 1.89 0.2017
C 2.51 -0.38 -2.23 0.4328
C -1.88 -3.30 1.99 -0.7250
N 1.17 1.05 -2.96 -0.1643
H -4.19 -1.36 2.17 0.2134
H 4.04 -1.66 -1.84 0.4251
C 4.14 2.01 -0.17 -0.3900
H -4.82 4.09 -4.09 0.1971
H 1.03 -2.28 3.79 0.2290
C -0.11 4.25 -0.77 -0.4126
C 2.71 -1.87 -0.31 0.4588
C -2.94 -1.45 -0.70 0.7794
C -4.16 3.83 -3.27 -0.4087
H -0.40 4.75 -1.70 0.1813
H -2.26 -3.78 2.89 0.2037
H 1.55 5.82 -1.99 0.1963
H -0.08 -4.51 1.77 0.2112
C -2.76 -2.63 -2.92 -0.2165
Cl 1.66 0.54 2.59 0.0899
H 4.08 1.41 0.75 0.1840
H -3.84 -2.66 -2.93 0.2426
N 1.35 4.22 -0.69 -0.4296
C 3.79 4.13 1.00 -0.4086
H -1.50 -5.17 0.96 0.1958
C -0.06 -2.49 -2.69 0.0673
O -4.10 -1.82 -0.58 -0.6526
C -0.98 -4.25 1.21 -0.6110
H 3.77 1.41 -1.00 0.2252
O -2.28 -0.68 0.08 -0.8464
Br -1.13 1.92 1.69 -0.5941
C 2.00 3.10 -0.29 0.8387
N -0.91 2.59 -4.01 -0.5529
C -2.04 2.53 -3.28 0.2642
H -0.05 -1.28 4.77 0.2090
N 2.19 1.03 -3.75 -0.1102
C 3.15 -0.18 3.20 -0.3911
N 3.43 -2.75 0.37 -0.3983
H -1.54 -3.33 5.12 0.1952
H -0.14 1.93 -3.80 0.4726
H -4.54 2.95 -2.75 0.2553
H -2.66 4.99 -5.33 0.2171
C -2.57 -0.91 3.56 -0.7056
H -2.44 -3.65 -4.78 0.2088
N 1.56 -1.58 0.30 -0.5563
H -2.75 -3.03 1.39 0.2372

No. 3
16
Properties=species:S:1:pos:R:3:nbo_charge:R:1 method="wB97M-V/def2-TZVPD" de_lowest_ev=5.596 charge=0 lumo_ev=0.67 smiles="C=CCC=C.O" gap_ha=0.3189 e_tot_ha=-271.54697
H 0.11 0.80 -1.59 0.2349
H -0.76 1.29 1.20 0.2050
C -1.09 3.00 0.26 -0.3922
C -0.81 1.62 0.16 -0.1605
H -0.33 -1.93 1.20 0.1989
H 4.87 -2.87 0.01 0.4626
H -0.77 3.60 -0.47 0.1684
H -1.82 -0.83 1.34 0.1956
H -0.83 -1.56 -1.50 0.2119
O 3.88 -2.99 0.04 -0.9251
H -1.69 0.91 -1.66 0.2310
H -1.83 3.28 0.93 0.1968
C -0.89 -0.80 -0.66 -0.1363
C -1.05 -1.15 0.73 -0.4424
H 3.85 -3.12 1.05 0.4627
C -0.82 0.76 -1.04 -0.5112